Entry 1:
A 4-piece molecular cluster, C27H59N3O4 overall at a distorted geometry, computed with the ωB97M-V functional and the def2-TZVPD basis.

As for the SMILES: CC1(C)CCCC(C)(C)N1O.CC1(C)CCCC(C)(C)N1O.CC1(C)CCCC(C)(C)N1O.O. The LUMO energy comes out at 0.594 eV. As for the energy above the lowest of the compared OMol25 structures with the same formula, charge and spin: 199.8 kJ/mol. The calculation puts the frontier orbital gap at 8.899 eV. The calculation puts the HOMO energy at -0.3052 Eh.

```
! wB97M-V def2-TZVPD RIJCOSX def2/J DEFGRID3
* xyz 0 1
C -0.471 -2.353 2.323
C -0.418 -1.302 3.466
C -0.948 -1.918 4.739
C 1.126 -1.015 3.569
C 1.434 0.106 4.492
C 0.735 1.343 3.947
C -0.762 1.236 3.770
C -1.495 1.230 5.138
C -1.239 2.396 2.946
N -0.996 -0.033 2.978
O -2.402 -0.178 2.997
H -1.512 -2.648 2.051
H -0.006 -1.909 1.403
H 0.030 -3.259 2.633
H -0.197 -1.800 5.548
H -1.832 -1.533 5.190
H -1.129 -2.986 4.658
H 1.571 -1.884 4.107
H 1.578 -0.825 2.613
H 1.083 -0.146 5.540
H 2.521 0.233 4.456
H 1.326 1.697 3.064
H 0.911 2.116 4.735
H -2.506 0.770 5.183
H -1.522 2.279 5.468
H -0.892 0.677 5.891
H -2.325 2.466 3.046
H -1.040 2.368 1.903
H -0.858 3.334 3.337
H -2.607 -0.179 2.071
C -5.333 0.004 -4.572
C -4.064 -0.268 -3.778
C -4.011 -1.751 -3.521
C -2.814 0.125 -4.634
C -1.516 0.066 -3.831
C -1.592 1.075 -2.648
C -2.788 0.818 -1.724
C -2.409 -0.324 -0.765
C -3.067 2.131 -0.914
N -3.976 0.632 -2.594
O -5.085 0.315 -1.762
H -5.211 -0.340 -5.611
H -6.278 -0.376 -4.152
H -5.336 1.080 -4.738
H -3.143 -2.037 -2.978
H -4.858 -2.178 -2.993
H -4.020 -2.357 -4.471
H -2.837 -0.560 -5.499
H -3.038 1.183 -4.958
H -1.331 -0.952 -3.482
H -0.678 0.359 -4.518
H -1.669 2.075 -3.059
H -0.748 1.045 -1.972
H -1.610 0.094 -0.084
H -1.999 -1.230 -1.250
H -3.285 -0.569 -0.181
H -3.625 1.916 0.046
H -3.484 2.863 -1.616
H -2.124 2.568 -0.554
H -5.615 1.084 -1.638
C 5.458 -0.331 -0.154
C 4.061 0.138 0.109
C 3.899 0.120 1.605
C 3.859 1.559 -0.493
C 3.915 1.614 -1.910
C 2.889 0.652 -2.518
C 2.872 -0.767 -1.911
C 1.537 -1.484 -2.214
C 4.035 -1.558 -2.572
N 2.963 -0.656 -0.485
O 3.006 -1.871 0.145
H 6.131 0.152 0.537
H 5.572 -1.400 -0.049
H 5.739 -0.045 -1.175
H 2.994 0.606 1.946
H 3.961 -0.932 1.957
H 4.799 0.670 1.987
H 2.882 1.946 -0.121
H 4.589 2.192 0.076
H 3.522 2.605 -2.142
H 4.925 1.573 -2.360
H 3.004 0.629 -3.607
H 1.860 1.118 -2.266
H 1.490 -2.472 -1.704
H 1.340 -1.800 -3.264
H 0.656 -0.880 -1.912
H 3.777 -1.731 -3.629
H 4.301 -2.582 -2.252
H 5.012 -1.046 -2.616
H 3.862 -2.334 -0.020
O 0.398 0.862 0.483
H 1.148 0.234 0.453
H -0.071 0.449 1.262
*
```

Löwdin population analysis, charges in e, atoms 1 to 8: -0.0289, -0.4848, -0.0265, -0.1633, -0.2032, -0.1517, -0.5046, -0.0196

Entry 2:
C27H59N5O22Zr as an isolated structure at a distorted geometry, computed with the ωB97M-V functional and the def2-TZVPD basis.

The LUMO energy comes out at -8.117 eV. As for the energy above the lowest of the compared OMol25 structures with the same formula, charge and spin: 137.0 kJ/mol. The calculation puts the frontier orbital gap at 5.623 eV. The calculation puts the HOMO energy at -0.5049 Eh.

```
! wB97M-V def2-TZVPD RIJCOSX def2/J DEFGRID3
* xyz 2 1
Zr -2.449 -1.077 0.837
O -0.879 -1.388 -0.633
C 0.050 -0.333 -0.725
C -0.454 1.032 -0.068
O -1.545 0.894 0.839
H 0.177 -0.031 -1.767
H 0.993 -0.609 -0.249
H -0.779 1.634 -0.924
H 0.384 1.589 0.356
C 3.432 1.439 1.268
N 2.950 0.171 1.855
O 2.063 0.237 2.693
O 3.526 -0.845 1.543
H 3.177 1.478 0.212
H 4.518 1.477 1.348
H 3.059 2.282 1.839
C 4.134 -0.054 -2.935
N 3.960 -0.585 -4.310
O 2.884 -1.106 -4.558
O 4.864 -0.467 -5.095
H 3.195 0.349 -2.572
H 4.917 0.697 -2.935
H 4.414 -0.923 -2.339
C 0.538 1.431 -4.167
N 0.265 1.963 -5.533
O 1.167 1.922 -6.326
O -0.851 2.366 -5.758
H 1.568 1.105 -4.131
H -0.190 0.641 -4.026
H 0.387 2.304 -3.534
C -1.770 4.652 -2.319
N -1.865 5.204 -0.921
O -1.701 6.405 -0.840
O -2.001 4.459 0.028
H -0.948 3.941 -2.271
H -1.564 5.438 -3.030
H -2.748 4.191 -2.451
C 0.138 -3.025 -3.787
N 0.185 -4.523 -3.889
O 0.381 -5.042 -4.955
O 0.048 -5.122 -2.831
H -0.701 -2.695 -4.392
H 1.145 -2.675 -4.001
H -0.067 -2.803 -2.744
O -0.898 -2.482 1.867
C -0.145 -3.339 2.339
O -0.140 -4.589 1.996
C -1.015 -5.066 0.940
C -2.225 -5.692 1.592
C 0.831 -3.008 3.403
H -0.424 -5.790 0.374
H -1.159 -4.306 0.164
H -2.867 -5.016 2.159
H -1.936 -6.525 2.228
H -2.849 -6.106 0.793
H 1.006 -1.938 3.486
H 1.795 -3.496 3.281
H 0.411 -3.315 4.366
O -3.466 -0.394 -1.144
C -3.597 0.188 -2.223
O -4.150 1.366 -2.329
C -4.740 2.018 -1.194
C -6.146 1.454 -0.923
C -3.221 -0.388 -3.558
H -4.880 3.055 -1.495
H -4.090 2.033 -0.318
H -6.640 2.122 -0.221
H -6.067 0.483 -0.423
H -6.673 1.266 -1.854
H -2.140 -0.410 -3.670
H -3.627 0.201 -4.372
H -3.649 -1.390 -3.476
O 3.404 -5.631 -1.205
C 3.142 -4.474 -1.362
O 3.624 -3.709 -2.337
C 4.470 -4.315 -3.326
C 3.697 -5.104 -4.380
C 2.371 -3.648 -0.358
H 5.082 -5.097 -2.868
H 5.141 -3.551 -3.704
H 3.193 -4.419 -5.070
H 2.923 -5.763 -3.993
H 4.407 -5.689 -4.962
H 1.321 -3.691 -0.663
H 2.734 -2.621 -0.388
H 2.452 -3.994 0.669
O -0.378 6.130 5.561
C 0.720 6.013 5.076
O 0.933 5.431 3.893
C -0.193 4.944 3.183
C 0.305 3.996 2.120
C 1.999 6.399 5.805
H -0.755 5.755 2.718
H -0.846 4.395 3.865
H 0.939 4.560 1.431
H -0.485 3.469 1.592
H 0.941 3.232 2.584
H 2.577 5.474 5.826
H 1.703 6.722 6.795
H 2.565 7.153 5.263
O -2.350 -0.685 3.152
C -2.648 0.030 4.123
O -1.850 0.863 4.700
C -0.483 0.987 4.230
C 0.257 1.860 5.212
C -4.035 0.116 4.716
H -0.431 1.346 3.202
H -0.026 -0.005 4.221
H 0.084 1.445 6.209
H -0.080 2.895 5.208
H 1.343 1.835 5.127
H -3.986 -0.054 5.789
H -4.671 -0.644 4.265
H -4.418 1.111 4.495
*
```

Löwdin population analysis, charges in e, atoms 1 to 8: 2.1689, -0.3444, -0.2473, -0.2406, -0.3253, 0.0894, 0.0998, 0.0962

Entry 3:
A 11-piece molecular cluster, C27H59N5O29S6 overall at a distorted geometry, computed with the ωB97M-V functional and the def2-TZVPD basis.

As for the SMILES: O=S1(=O)OCCO1.O=S1(=O)OCCO1.O=S1(=O)OCCO1.O=S1(=O)OCCO1.O=S1(=O)OCCO1.O=S1(=O)OCCO1.CNC(C)=O.CNC(C)=O.CNC(C)=O.CNC(C)=O.CNC(C)=O. The LUMO energy comes out at -0.115 eV. As for the energy above the lowest of the compared OMol25 structures with the same formula, charge and spin: 349.0 kJ/mol. The calculation puts the frontier orbital gap at 8.918 eV. The calculation puts the HOMO energy at -0.3320 Eh.

```
! wB97M-V def2-TZVPD RIJCOSX def2/J DEFGRID3
* xyz 0 1
O 0.753 1.044 -2.113
S 0.971 0.080 -1.021
O 2.110 0.266 -0.147
O -0.404 -0.129 -0.147
C -0.792 -1.373 -0.053
C 0.330 -2.332 -0.652
O 1.010 -1.419 -1.514
H -1.111 -1.609 0.962
H -1.686 -1.413 -0.675
H -0.166 -3.142 -1.186
H 0.927 -2.866 0.088
O -1.219 -1.654 -3.302
S -0.615 -2.676 -4.182
O -0.999 -2.799 -5.602
O 1.009 -2.891 -4.016
C 1.384 -4.265 -3.945
C 0.147 -5.091 -3.685
O -0.851 -4.166 -3.510
H 1.928 -4.425 -4.876
H 2.195 -4.264 -3.216
H 0.285 -5.691 -2.786
H -0.061 -5.760 -4.520
O 2.110 1.893 -8.860
S 1.365 2.773 -7.926
O 1.419 4.260 -7.984
O -0.208 2.252 -7.734
C -0.598 2.227 -6.383
C 0.629 1.916 -5.524
O 1.727 2.383 -6.317
H -1.051 3.197 -6.178
H -1.382 1.475 -6.295
H 0.634 0.832 -5.409
H 0.575 2.279 -4.497
O 1.612 4.086 -2.029
S 0.252 4.456 -2.412
O -0.828 3.506 -2.117
O -0.229 6.016 -1.963
C -1.100 6.453 -2.964
C -0.531 6.099 -4.319
O 0.193 4.918 -4.004
H -2.043 6.004 -2.654
H -1.213 7.529 -2.826
H 0.137 6.929 -4.552
H -1.304 5.870 -5.052
O 3.801 -2.380 1.620
S 4.673 -1.763 2.599
O 5.231 -2.527 3.705
O 5.800 -0.823 1.805
C 5.249 0.338 1.331
C 4.328 0.825 2.382
O 3.991 -0.329 3.157
H 5.930 1.120 0.995
H 4.670 0.075 0.446
H 3.469 1.319 1.927
H 4.756 1.689 2.889
O 4.014 -2.167 -3.386
S 5.086 -1.170 -3.240
O 6.456 -1.577 -2.975
O 5.119 -0.164 -4.580
C 4.883 1.162 -4.157
C 4.035 1.126 -2.873
O 4.592 0.025 -2.183
H 5.802 1.746 -4.108
H 4.329 1.526 -5.021
H 2.985 0.885 -3.035
H 4.128 2.027 -2.266
C -1.972 -4.132 4.484
N -3.052 -3.734 3.631
C -3.177 -3.762 2.310
C -4.468 -3.219 1.778
O -2.278 -4.115 1.559
H -2.133 -5.047 5.053
H -1.814 -3.288 5.154
H -1.047 -4.266 3.923
H -3.821 -3.384 4.184
H -4.234 -2.737 0.829
H -4.954 -2.455 2.385
H -5.218 -3.968 1.523
C 0.977 -1.212 3.378
N 1.420 -2.382 4.166
C 1.309 -2.592 5.532
C 2.115 -3.802 6.021
O 0.809 -1.815 6.355
H -0.099 -1.117 3.229
H 1.514 -1.278 2.432
H 1.384 -0.355 3.914
H 1.997 -3.022 3.639
H 1.977 -4.626 5.321
H 1.721 -4.170 6.968
H 3.191 -3.687 6.148
C -2.839 1.077 -2.221
N -4.029 0.768 -1.476
C -4.627 -0.412 -1.398
C -5.996 -0.372 -0.784
O -4.075 -1.424 -1.784
H -2.047 1.074 -1.472
H -2.890 2.098 -2.599
H -2.773 0.493 -3.139
H -4.261 1.506 -0.827
H -6.145 -1.367 -0.364
H -6.676 -0.238 -1.624
H -6.287 0.437 -0.114
C 0.930 3.025 5.409
N 0.929 3.034 3.967
C -0.066 2.580 3.214
C 0.058 2.373 1.723
O -1.171 2.284 3.725
H 1.176 4.052 5.679
H 1.691 2.306 5.713
H -0.092 2.914 5.772
H 1.784 3.297 3.497
H 0.772 3.020 1.215
H -0.908 2.402 1.218
H 0.446 1.363 1.594
C -3.129 0.516 6.389
N -2.972 0.605 4.962
C -3.888 0.221 4.085
C -3.723 0.544 2.629
O -4.965 -0.244 4.444
H -2.268 0.186 6.969
H -3.877 -0.250 6.597
H -3.489 1.454 6.812
H -2.150 1.107 4.656
H -3.116 1.443 2.524
H -4.705 0.788 2.224
H -3.400 -0.237 1.941
*
```

Löwdin population analysis, charges in e, atoms 1 to 8: -0.2511, 0.6836, -0.2360, -0.2024, -0.2392, -0.0878, -0.2054, 0.1194

Entry 4:
A 9-piece molecular cluster, C27H61BrClNO13PS8 overall, computed with the ωB97M-V functional and the def2-TZVPD basis.

The LUMO energy comes out at -4.114 eV. The calculation puts the frontier orbital gap at 5.654 eV. The calculation puts the HOMO energy at -0.3590 Eh.

```
! wB97M-V def2-TZVPD RIJCOSX def2/J DEFGRID3
* xyz 1 1
C 2.222 0.361 1.082
C 1.234 -0.511 0.306
C 0.696 0.244 -0.924
Cl 0.681 -0.772 -2.386
C -0.690 0.802 -0.772
C -1.045 2.069 -1.188
C -2.345 2.523 -0.983
C -2.702 3.913 -1.457
O -3.144 4.073 -2.552
O -2.539 4.913 -0.583
C -3.301 1.707 -0.360
C -4.662 2.257 -0.031
C -4.626 3.321 1.054
O -5.350 4.240 1.150
Br -3.161 3.092 2.369
C -2.920 0.429 -0.002
P -3.926 -0.974 0.799
O -5.161 -1.046 -0.215
O -4.634 -0.248 2.072
N -1.650 0.043 -0.221
H 2.624 -0.193 1.930
H 1.745 1.282 1.427
H 3.047 0.621 0.417
H 0.430 -0.811 0.988
H 1.704 -1.432 -0.040
H 1.349 1.096 -1.117
H -0.306 2.707 -1.658
H -1.959 4.677 0.157
H -5.115 2.725 -0.909
H -5.327 1.478 0.340
H -6.011 -0.733 0.147
H -3.978 -0.019 2.746
H -1.394 -0.905 0.057
C 2.329 -4.811 -5.113
S 1.854 -3.822 -3.693
O 2.499 -4.428 -2.496
C 0.135 -4.348 -3.649
H 3.394 -4.658 -5.277
H 2.130 -5.862 -4.905
H 1.771 -4.477 -5.987
H 0.081 -5.432 -3.541
H -0.365 -4.026 -4.562
H -0.329 -3.875 -2.785
C 6.308 2.787 -0.124
S 5.872 1.698 -1.476
O 4.806 0.794 -0.950
C 7.394 0.750 -1.482
H 5.456 3.434 0.085
H 6.546 2.186 0.755
H 7.160 3.402 -0.413
H 7.544 0.301 -0.500
H 8.224 1.410 -1.736
H 7.298 -0.027 -2.237
C 0.314 -7.541 1.178
S 0.194 -6.547 -0.309
O -0.900 -7.125 -1.145
C 1.739 -7.065 -1.031
H -0.600 -7.389 1.751
H 0.408 -8.590 0.901
H 1.182 -7.224 1.755
H 1.747 -8.150 -1.142
H 2.559 -6.745 -0.392
H 1.823 -6.580 -1.998
C -3.201 5.810 4.983
S -1.521 6.393 5.209
O -0.662 5.459 4.424
C -1.370 5.918 6.933
H -3.455 5.971 3.937
H -3.245 4.746 5.213
H -3.892 6.368 5.614
H -1.553 4.848 7.031
H -2.083 6.490 7.527
H -0.357 6.153 7.250
C -9.195 -3.761 -1.176
S -8.893 -2.827 0.323
O -8.333 -1.504 -0.092
C -7.498 -3.808 0.888
H -10.018 -3.282 -1.702
H -8.300 -3.751 -1.798
H -9.472 -4.781 -0.911
H -6.719 -3.806 0.125
H -7.819 -4.824 1.112
H -7.131 -3.338 1.799
C 2.505 6.796 1.932
S 4.161 6.116 2.050
O 4.467 5.503 0.728
C 3.736 4.769 3.159
H 2.544 7.632 1.237
H 1.827 6.030 1.556
H 2.186 7.147 2.913
H 2.970 4.147 2.696
H 3.381 5.175 4.106
H 4.639 4.185 3.326
C -0.757 4.932 -4.710
S -0.452 5.132 -6.472
O 0.971 5.524 -6.612
C -1.431 6.627 -6.657
H -0.185 4.064 -4.384
H -0.417 5.823 -4.182
H -1.819 4.762 -4.536
H -1.045 7.397 -5.988
H -2.475 6.408 -6.436
H -1.334 6.952 -7.691
C 5.734 -6.430 2.430
S 4.993 -7.874 1.665
O 3.529 -7.607 1.583
C 5.233 -8.983 3.055
H 5.638 -5.604 1.728
H 5.204 -6.198 3.354
H 6.788 -6.626 2.626
H 4.738 -8.572 3.934
H 6.300 -9.110 3.234
H 4.788 -9.939 2.790
*
```

Löwdin population analysis, charges in e, atoms 1 to 8: -0.0789, -0.2436, -0.6127, 0.7154, -0.2250, 0.1030, -0.0445, -0.4858